Computed, not measured: an isolated molecule of C3H5NO2S at a distorted geometry, with the ωB97M-V functional and the def2-TZVPD basis.

Each line ends with the Löwdin charge.
Geometry (Å):
C: -0.899 2.025 -1.139  0.06
N: -0.111 1.200 -0.343  0.01
O: -0.143 -0.025 -0.982  -0.19
C: 0.421 -1.133 -0.468  -0.81
S: 0.901 -2.326 -1.480  0.73
C: 0.677 -1.204 1.024  -0.26
O: -0.480 -0.720 1.753  -0.15
H: -0.777 2.999 -0.634  0.06
H: -1.447 1.786 -2.169  0.13
H: 1.512 -0.613 1.182  0.09
H: 0.861 -2.351 1.271  0.15
H: -0.515 0.362 1.985  0.18

Results
* strongest force on any atom: 6.0 eV Å⁻¹
* spin multiplicity: 1
* total charge: 0
* orbital gap: 8.593 eV
* structure (SMILES): C=NOC(=S)CO
* relative energy (zero: lowest compared OMol25 entry of this formula, charge and spin): 4.592 eV
* total energy: -19607.91948 eV


Computed, not measured: a cluster of 2 separate species, C11H24FNO in total at a distorted geometry, with the ωB97M-V functional and the def2-TZVPD basis.

Each line ends with the Löwdin charge.
Geometry (Å):
C: 2.985 -0.601 0.009  0.01
C: 2.660 0.737 0.077  -0.09
C: 4.620 -2.433 0.162  -0.01
C: -2.519 -0.863 -1.193  -0.01
C: -4.901 -0.250 0.731  0.04
C: 3.434 3.003 -0.251  -0.01
C: 4.301 -1.002 0.243  0.07
C: 1.333 1.303 0.205  -0.12
C: 0.229 0.281 0.216  -0.16
C: -1.225 0.958 0.151  -0.11
C: -2.432 -0.024 0.061  -0.31
N: -3.827 0.689 0.183  0.03
O: 3.792 1.659 0.228  -0.08
F: 0.055 -3.131 -0.153  -0.11
H: 2.338 -1.424 -0.104  0.10
H: 5.404 -2.612 0.805  0.08
H: 3.891 -3.181 0.329  0.09
H: 5.243 -2.632 -0.707  0.13
H: -3.463 -1.256 -1.506  0.09
H: -2.230 -0.176 -1.958  0.10
H: -1.943 -1.645 -1.000  0.03
H: -5.214 -1.154 0.034  0.16
H: -4.459 -0.539 1.613  0.07
H: -5.697 0.429 0.822  0.08
H: 2.955 3.072 -1.161  0.07
H: 2.989 3.438 0.615  0.09
H: 4.444 3.601 -0.342  0.16
H: 4.894 -0.128 0.349  0.13
H: 0.586 -3.813 -0.607  0.15
H: 1.005 2.067 -0.399  0.11
H: 1.245 1.868 1.152  0.18
H: 0.092 -0.471 -0.669  0.15
H: 0.176 -0.413 1.004  0.10
H: -1.375 1.496 -0.775  0.12
H: -1.451 1.453 1.110  0.13
H: -2.288 -0.605 0.885  0.11
H: -4.001 0.974 -0.833  0.20
H: -3.970 1.579 0.745  0.20

Results
* strongest force on any atom: 5.3 eV Å⁻¹
* spin multiplicity: 1
* total charge: +2
* orbital gap: 8.900 eV
* relative energy (zero: lowest compared OMol25 entry of this formula, charge and spin): 1.327 eV
* total energy: -18031.67681 eV


Computed, not measured: an isolated molecule of C3H4N2O, with the ωB97M-V functional and the def2-TZVPD basis.

Each line ends with the Löwdin charge.
Geometry (Å):
O: -0.645 -0.227 -1.500  -0.05
C: 0.474 -1.211 0.047  0.00
C: -0.823 -0.423 -0.078  -0.36
C: -0.528 0.860 0.677  -0.09
N: 0.707 0.944 0.988  0.08
N: 1.267 -0.281 0.525  -0.05
H: -0.534 -1.124 -1.863  0.09
H: -1.801 -0.869 0.134  0.13
H: -1.216 1.628 1.017  0.11
H: 2.270 -0.349 0.602  0.13

Results
* strongest force on any atom: 0.8 eV Å⁻¹
* spin multiplicity: 1
* total charge: 0
* orbital gap: 9.390 eV
* relative energy (zero: lowest compared OMol25 entry of this formula, charge and spin): 3.983 eV
* total energy: -8199.90272 eV


Computed, not measured: a structure of composition C4H10ClNO5PSi2 at a distorted geometry, with the ωB97M-V functional and the def2-TZVPD basis.

Each line ends with the Löwdin charge.
Geometry (Å):
N: -1.482 -2.505 0.683  0.09
C: -1.838 -1.228 0.134  -0.51
O: -2.507 -0.410 0.724  0.09
C: -1.411 -0.991 -1.303  -0.18
C: -0.639 0.318 -1.557  -0.26
Si: 1.146 0.556 -1.081  -0.06
Cl: 2.169 1.107 -2.801  0.30
O: 1.441 1.730 -0.016  -0.43
Si: 0.817 1.702 1.560  0.61
C: -0.397 3.159 1.782  -0.87
O: -1.385 3.141 1.038  -0.09
O: 0.006 3.968 2.620  -0.11
P: 2.267 -1.319 -0.404  0.57
O: 1.455 -2.567 -0.282  -0.53
H: -0.731 -2.395 1.358  0.07
H: -2.298 -2.851 1.178  0.08
H: -0.913 -1.868 -1.715  0.10
H: -2.364 -0.882 -1.835  0.12
H: -1.193 1.141 -1.085  0.09
H: -0.663 0.498 -2.635  0.06
H: 0.247 0.314 1.711  -0.03
H: 1.990 1.756 2.469  -0.04
H: 2.946 -0.946 0.776  -0.03
H: 3.337 -1.427 -1.319  -0.04

Results
* strongest force on any atom: 1.1 eV Å⁻¹
* spin multiplicity: 1
* total charge: -1
* orbital gap: 6.893 eV
* total energy: -53610.13280 eV